# 1
Density functional theory data (wB97M-V/def2-TZVPD) for 2 unconnected molecules or ions with the total composition C7H11N2O at a distorted geometry.

E_HOMO (spin up / spin down) in eV: -13.048 / -13.048
Strongest force on any atom in eV/Å: 4.5
Orbital gap (spin up / spin down) in eV: 8.46 / 8.47
LUMO energy (spin up / spin down) in eV: -4.58 / -4.58
Total charge: +1
Spin multiplicity: 1
Energy relative to the best compared isomer or geometry (same formula, charge and spin) in kJ/mol: 562.3

Last column: Mulliken charge in e.
Positions of all 21 atoms, in Å:
C -1.933 -1.338 -1.335  -0.43
C -1.246 -0.251 -1.843  -0.30
C -0.305 -0.924 0.066  -0.33
C 1.484 1.587 -1.753  -0.72
C 0.745 0.938 -0.931  0.65
C -1.961 -2.645 0.778  -0.98
C 1.922 2.159 1.573  -0.69
N -1.399 -1.694 -0.178  0.13
N -0.259 0.013 -0.919  0.07
O 1.149 1.088 1.202  -0.46
H -2.729 -1.838 -1.770  0.48
H -1.249 0.406 -2.621  0.48
H 0.230 -1.088 0.995  0.48
H 2.457 2.124 -1.440  0.22
H 1.222 1.726 -2.745  0.33
H -2.893 -2.910 0.550  0.42
H -1.471 -3.658 1.011  0.30
H -2.038 -2.200 1.685  0.46
H 1.773 2.264 2.729  0.26
H 1.376 3.035 1.379  0.34
H 2.866 2.170 1.115  0.29



# 2
Density functional theory data (wB97M-V/def2-TZVPD) for 2 unconnected molecules or ions with the total composition C4H12O2S at a distorted geometry.

E_HOMO (spin up / spin down) in eV: -13.728 / -13.712
Strongest force on any atom in eV/Å: 1.7
Orbital gap (spin up / spin down) in eV: 10.07 / 4.89
LUMO energy (spin up / spin down) in eV: -3.66 / -8.82
Total charge: +1
Spin multiplicity: 2
Energy relative to the best compared isomer or geometry (same formula, charge and spin) in kJ/mol: 0.0

Last column: Mulliken charge in e.
Positions of all 19 atoms, in Å:
C 1.760 0.345 0.303  -0.63
O 0.986 -0.369 1.257  -0.46
C 1.360 -0.023 -1.122  -0.49
C 0.099 0.712 -1.597  -0.67
C -1.002 0.558 -0.555  -0.54
S -2.649 1.003 -1.075  0.24
H 2.829 0.153 0.439  0.36
H 1.617 1.412 0.523  0.31
H 1.471 -1.156 1.534  0.28
H 2.191 0.130 -1.818  0.38
H 1.263 -1.113 -1.153  0.32
H 0.434 1.752 -1.671  0.34
H -0.183 0.447 -2.591  0.47
H -0.797 1.104 0.366  0.45
H -1.131 -0.486 -0.261  0.39
H -2.516 2.347 -1.164  0.27
H 2.572 -3.171 3.051  0.31
H 1.374 -3.195 3.952  0.30
O 1.662 -2.838 3.098  -0.62



# 3
Density functional theory data (wB97M-V/def2-TZVPD) for 2 unconnected molecules or ions with the total composition C4H6O2 at a distorted geometry.

E_HOMO in eV: -8.008
Strongest force on any atom in eV/Å: 5.7
Orbital gap in eV: 8.47
LUMO energy in eV: 0.46
Spin multiplicity: 1
SMILES: C=C=CO.C=O
Energy relative to the best compared isomer or geometry (same formula, charge and spin) in kJ/mol: 451.7

Last column: Mulliken charge in e.
Positions of all 12 atoms, in Å:
C -1.582 0.578 0.429  -0.76
C -0.896 -0.510 0.225  0.36
C -0.525 -1.726 -0.163  -0.06
O 0.362 -2.108 -1.032  -0.47
H -1.232 1.375 1.156  0.24
H -2.626 0.621 -0.022  0.22
H -0.865 -2.529 0.646  0.19
H 0.921 -1.361 -1.400  0.33
C 1.578 1.461 -0.009  -0.16
O 1.097 0.438 0.362  -0.36
H 1.649 2.325 0.788  0.24
H 2.118 1.437 -0.980  0.23



# 4
Density functional theory data (wB97M-V/def2-TZVPD) for 2 unconnected molecules or ions with the total composition C2H5NOSi at a distorted geometry.

E_HOMO (spin up / spin down) in eV: -7.091 / -11.488
Strongest force on any atom in eV/Å: 6.1
Orbital gap (spin up / spin down) in eV: 7.61 / 8.77
LUMO energy (spin up / spin down) in eV: 0.51 / -2.72
Spin multiplicity: 3
Energy relative to the best compared isomer or geometry (same formula, charge and spin) in kJ/mol: 62.3

Last column: Mulliken charge in e.
Positions of all 10 atoms, in Å:
C -1.998 0.285 1.066  0.62
C 1.108 -0.508 0.365  -0.44
N -2.618 -0.280 1.792  -0.37
O 1.120 -0.147 -0.996  -0.17
Si 0.003 0.959 -1.634  0.06
H 1.598 0.269 0.988  0.28
H 1.607 -1.391 0.612  0.26
H 0.003 -0.717 0.682  0.08
H -1.394 0.343 0.145  -0.31
H 0.569 1.185 -3.021  -0.01



# 5
Density functional theory data (wB97M-V/def2-TZVPD) for a single C5H9N2P molecule at a distorted geometry.

E_HOMO (spin up / spin down) in eV: -5.131 / -9.326
Strongest force on any atom in eV/Å: 3.4
Orbital gap (spin up / spin down) in eV: 5.94 / 7.72
LUMO energy (spin up / spin down) in eV: 0.81 / -1.61
Spin multiplicity: 3
Energy relative to the best compared isomer or geometry (same formula, charge and spin) in kJ/mol: 170.2

Last column: Mulliken charge in e.
Positions of all 17 atoms, in Å:
C -1.231 -0.549 -3.221  -0.17
C 0.697 -0.129 -0.426  0.00
C 0.317 1.517 1.339  -1.34
C 0.739 -0.919 1.881  -1.38
C 1.059 0.238 0.924  0.71
N -0.028 -0.282 -2.685  -1.30
N 0.172 -0.150 -1.474  0.87
P -2.747 -0.794 -2.491  -0.10
H -1.183 -0.604 -4.302  0.41
H 0.534 1.750 2.378  0.38
H -0.758 1.379 1.234  0.32
H 0.616 2.355 0.718  0.36
H -0.337 -1.049 1.963  0.32
H 1.139 -0.706 2.869  0.38
H 1.173 -1.847 1.521  0.38
H 2.140 0.425 0.941  0.23
H -2.304 -0.636 -1.166  -0.06